Version a
2 unconnected molecules or ions with the total composition C4H7N2OS. Source: OMol25; level of theory: wB97M-V/def2-TZVPD.

Output
- Total charge: +1
- LUMO level: -6.60 eV
- Orbital gap: 7.943 eV
- Multiplicity: 1

Last column: Löwdin charge in e.
Element x y z (Å)
C (-1.943, -0.966, 0.072)  -0.085
C (1.213, 0.635, 1.002)  -0.300
C (-2.459, 0.401, -0.174)  -0.386
C (-0.138, 0.210, 0.557)  -0.414
N (-0.738, -1.000, 0.522)  0.106
N (2.461, -0.416, -0.659)  0.082
O (1.403, 1.818, 0.776)  -0.003
S (-1.099, 1.530, 0.043)  1.218
H (-2.551, -1.857, -0.129)  0.154
H (1.736, 0.097, 1.766)  0.134
H (-2.840, 0.565, -1.289)  0.167
H (-3.257, 0.659, 0.556)  0.130
H (1.979, -0.994, -1.342)  0.064
H (3.338, -0.831, -0.341)  0.078
H (2.897, 0.149, -1.358)  0.056

=====

Version b
A gas-phase ion, C4H7N2OS (charge +1). Source: OMol25; level of theory: wB97M-V/def2-TZVPD.

Output
- Total charge: +1
- LUMO level: -3.76 eV
- Orbital gap: 9.449 eV
- Multiplicity: 1
- SMILES: O[C@@H]1[C@@H]2NC=[NH+][C@]12S

Last column: Löwdin charge in e.
Element x y z (Å)
O (-1.016, -1.495, -0.109)  -0.014
C (-0.992, -0.276, -0.694)  -0.279
C (0.401, 0.308, -0.597)  -0.192
N (1.215, -0.454, 0.261)  0.103
C (0.744, -0.380, 1.520)  -0.032
N (-0.250, 0.418, 1.511)  0.076
C (-0.748, 0.936, 0.296)  -0.612
S (-0.997, 2.719, 0.071)  0.825
H (-1.867, -1.610, 0.453)  0.186
H (-1.661, -0.219, -1.661)  0.202
H (0.827, 0.819, -1.567)  0.202
H (1.667, -1.324, -0.114)  0.209
H (1.172, -0.903, 2.414)  0.200
H (-0.755, 0.692, 2.366)  0.196
H (-1.648, 2.518, -1.143)  -0.069

=====

Least stable structure: version a

=====

Version a
2 unconnected molecules or ions with the total composition H5NOSi. Source: OMol25; level of theory: wB97M-V/def2-TZVPD.

Output
- LUMO level: 0.03 eV
- Orbital gap: 10.012 eV
- Multiplicity: 1
- SMILES: N=[SiH2].O

Last column: Löwdin charge in e.
Element x y z (Å)
N (2.354, -0.821, -1.452)  -0.271
Si (1.245, -0.189, -0.537)  0.541
H (2.625, -1.839, -1.563)  -0.024
H (0.914, 1.196, -0.900)  -0.109
H (0.360, -0.338, 0.743)  -0.099
O (-2.618, 0.284, 1.190)  -0.040
H (-1.732, 0.713, 1.163)  0.028
H (-3.148, 0.993, 1.357)  -0.027

=====

Version b
2 unconnected molecules or ions with the total composition H5NOSi. Source: OMol25; level of theory: wB97M-V/def2-TZVPD.

Output
- LUMO level: -1.42 eV
- Orbital gap: 7.442 eV
- Multiplicity: 1

Last column: Löwdin charge in e.
Element x y z (Å)
N (2.064, -0.890, -0.309)  -0.121
O (1.745, 0.145, 0.582)  -0.348
Si (-1.423, -0.451, -0.155)  0.814
H (2.405, -1.492, 0.422)  0.049
H (2.973, -0.579, -0.786)  0.094
H (-2.694, 0.144, -0.531)  -0.240
H (0.602, 0.352, 0.293)  -0.025
H (-1.919, -1.683, 0.434)  -0.224

=====

Least stable structure: version b

=====

Version a
3 unconnected molecules or ions with the total composition C3H11ClN3. Source: OMol25; level of theory: wB97M-V/def2-TZVPD.

Output
- Total charge: +1
- LUMO level (alpha / beta): -4.27 / -4.27 eV
- Orbital gap (alpha / beta): 7.703 / 7.702 eV
- Multiplicity: 1

Last column: Löwdin charge in e.
Element x y z (Å)
C (-1.589, -1.413, -0.196)  -0.060
C (-1.937, 0.043, -0.023)  -0.355
C (1.134, 0.146, -1.161)  0.090
N (1.952, 1.147, -0.909)  0.149
N (-0.882, 1.010, 0.003)  -0.047
N (-1.515, 0.706, 1.220)  0.022
Cl (3.655, -0.777, 0.837)  0.376
H (-0.522, -1.566, 0.204)  0.083
H (-2.379, -2.135, 0.096)  0.092
H (-1.355, -1.687, -1.244)  0.085
H (-2.816, 0.264, -0.579)  0.130
H (0.379, 0.350, -1.854)  0.097
H (2.438, 1.062, -0.058)  0.016
H (2.141, 1.977, -1.385)  0.124
H (1.130, -0.619, -0.475)  0.025
H (3.091, -0.171, 1.861)  -0.166
H (-0.920, 0.234, 1.995)  0.204
H (-2.005, 1.429, 1.670)  0.135

=====

Version b
3 unconnected molecules or ions with the total composition C3H11ClN3. Source: OMol25; level of theory: wB97M-V/def2-TZVPD.

Output
- Total charge: +1
- LUMO level (alpha / beta): -4.49 / -4.49 eV
- Orbital gap (alpha / beta): 8.713 / 8.712 eV
- Multiplicity: 1

Last column: Löwdin charge in e.
Element x y z (Å)
C (-1.685, 1.287, -0.635)  -0.041
C (-1.474, 0.285, 0.473)  -0.497
C (1.356, -0.490, 0.062)  0.117
N (2.354, -1.051, -0.465)  0.155
N (-0.738, -0.910, 0.156)  0.149
N (-2.779, -0.405, 0.705)  0.102
Cl (4.830, 0.789, 0.118)  0.453
H (-2.060, 0.800, -1.516)  0.082
H (-2.432, 2.028, -0.515)  0.078
H (-0.724, 1.771, -0.794)  0.080
H (-1.252, 0.637, 1.482)  0.148
H (1.465, 0.439, 0.624)  0.100
H (2.327, -1.870, -1.013)  0.134
H (3.235, -0.589, -0.397)  -0.024
H (-0.679, -1.091, -0.815)  0.047
H (4.310, 0.172, 1.053)  -0.249
H (-3.382, -0.773, 0.007)  0.088
H (-2.671, -1.030, 1.470)  0.078

=====

Least stable structure: version a

=====

Version a
A single C11H12N2O2 molecule. Source: OMol25; level of theory: wB97M-V/def2-TZVPD.

Output
- LUMO level: 0.80 eV
- Orbital gap: 8.728 eV
- Multiplicity: 1
- SMILES: N[C@@H](Cc1c[nH]c2ccccc12)C(=O)O

Last column: Löwdin charge in e.
Element x y z (Å)
N (3.797, 0.415, -0.403)  0.043
C (2.475, 0.413, 0.190)  -0.335
C (1.474, 0.964, -0.852)  -0.097
C (0.055, 1.087, -0.365)  -0.174
C (-0.531, 2.221, 0.144)  -0.044
N (-1.836, 1.971, 0.509)  0.079
C (-2.126, 0.665, 0.210)  -0.215
C (-3.316, -0.050, 0.390)  -0.018
C (-3.317, -1.383, -0.006)  -0.098
C (-2.168, -1.987, -0.546)  -0.099
C (-1.006, -1.267, -0.719)  -0.027
C (-0.966, 0.081, -0.321)  -0.139
C (2.031, -0.965, 0.624)  -0.512
O (2.252, -1.969, -0.014)  0.095
O (1.344, -0.973, 1.779)  0.127
H (3.836, -0.342, -1.106)  0.091
H (4.492, 0.178, 0.319)  0.089
H (2.457, 1.106, 1.095)  0.172
H (1.849, 1.916, -1.188)  0.111
H (1.501, 0.284, -1.751)  0.142
H (-0.086, 3.223, 0.302)  0.135
H (-2.473, 2.641, 0.874)  0.144
H (-4.197, 0.404, 0.807)  0.100
H (-4.229, -1.963, 0.112)  0.097
H (-2.230, -3.026, -0.847)  0.098
H (-0.136, -1.766, -1.143)  0.108
H (1.055, -1.878, 1.906)  0.124

=====

Version b
A single C11H12N2O2 molecule. Source: OMol25; level of theory: wB97M-V/def2-TZVPD.

Output
- LUMO level: 0.68 eV
- Orbital gap: 9.216 eV
- Multiplicity: 1
- SMILES: CCOC(=O)Cc1nc2ccccc2[nH]1

Last column: Löwdin charge in e.
Element x y z (Å)
C (-2.140, 3.664, -0.845)  -0.059
C (-0.933, 2.830, -1.247)  -0.209
O (-0.580, 1.900, -0.221)  -0.005
C (0.180, 2.347, 0.777)  -0.502
O (0.636, 3.458, 0.845)  0.115
C (0.410, 1.264, 1.819)  0.003
C (0.453, -0.098, 1.225)  -0.339
N (-0.333, -1.079, 1.546)  0.173
C (0.050, -2.140, 0.762)  -0.229
C (-0.446, -3.436, 0.692)  -0.019
C (0.146, -4.300, -0.206)  -0.102
C (1.207, -3.900, -1.021)  -0.103
C (1.717, -2.618, -0.967)  -0.030
C (1.127, -1.746, -0.067)  -0.194
N (1.365, -0.434, 0.259)  0.168
H (-2.421, 4.317, -1.666)  0.078
H (-2.978, 3.017, -0.600)  0.080
H (-1.898, 4.274, 0.022)  0.077
H (-1.153, 2.214, -2.122)  0.125
H (-0.074, 3.478, -1.450)  0.122
H (1.334, 1.498, 2.354)  0.134
H (-0.418, 1.296, 2.530)  0.139
H (-1.265, -3.743, 1.321)  0.109
H (-0.216, -5.314, -0.285)  0.097
H (1.638, -4.611, -1.709)  0.098
H (2.538, -2.309, -1.597)  0.105
H (2.056, 0.171, -0.150)  0.168

=====

Least stable structure: version a